DFT (ωB97M-V/def2-TZVPD) results for a molecular structure, C33H49NO2SeTl in a non-equilibrium geometry.

Cartesian coordinates (Å):
Tl1 -1.606417 -0.962620 2.908478
Se1 1.223618 0.744183 1.121510
O1 -1.517041 0.810533 1.109290
O2 0.612024 -1.889398 1.959795
N1 -0.387670 0.566337 4.669156
C1 0.443146 -4.540152 0.470856
C2 -0.314805 0.988676 5.732479
C3 1.153723 -3.261973 0.056064
C4 -0.501007 5.011192 -3.350013
C5 -4.376082 3.121000 -0.826312
C6 0.818256 2.431781 7.367165
C7 -0.273180 2.813382 -2.251520
C8 3.251043 -2.244551 -2.963362
C9 3.961928 -0.949636 -3.367603
C10 0.638664 2.262477 -1.343923
C11 1.838095 -3.242729 -1.130323
C12 -1.635382 2.612537 -2.009749
C13 -4.151869 0.935171 0.326756
C14 -0.178953 0.190324 7.972688
C15 -0.407727 -4.387000 1.731382
C16 0.160691 1.607067 -0.249758
C17 1.540787 -0.838418 0.119319
C18 1.081191 -2.028347 0.810308
C19 -2.164502 1.928565 -0.934743
C20 1.688241 3.836478 -3.480355
C21 -0.502828 -4.943612 -0.673831
C22 -3.676844 1.748928 -0.879229
C23 1.459301 -5.664048 0.714426
C24 -1.236391 1.416910 0.037729
C25 2.335028 -2.678380 -4.120717
C26 -0.324073 1.446486 7.099194
C27 2.413037 -2.095270 -1.714159
C28 -0.260614 2.912365 -4.731761
C29 0.171005 3.630911 -3.441679
C30 -1.686104 2.122484 7.321999
C31 2.175173 -0.869799 -1.102923
C32 4.317996 -3.320486 -2.717849
C33 -4.125430 1.011163 -2.154181
H1 0.728651 3.313756 6.738167
H2 4.595703 -1.146446 -4.229381
H3 0.782161 2.748483 8.406415
H4 -1.786933 2.997690 6.685221
H5 0.775977 -0.294963 7.788439
H6 3.883640 -4.288329 -2.489094
H7 2.042408 -5.887712 -0.174957
H8 2.043874 4.323609 -2.574989
H9 2.147444 -5.393383 1.511211
H10 0.075292 3.482255 -5.594124
H11 1.926549 -4.167308 -1.675050
H12 -3.922180 1.453833 1.253998
H13 3.250095 -0.177976 -3.652569
H14 -0.182211 5.628150 -4.185146
H15 1.939197 4.477120 -4.321085
H16 2.910596 -2.757072 -5.038987
H17 -3.914927 1.582210 -3.054062
H18 -3.619245 0.052132 -2.226856
H19 -0.216988 5.502530 -2.420939
H20 2.217319 2.895221 -3.613183
H21 2.518621 0.050554 -1.549931
H22 -0.229996 0.462722 9.023292
H23 1.698650 2.369395 -1.494931
H24 0.199037 -4.140301 2.594732
H25 -1.583159 4.928887 -3.380770
H26 4.594707 -0.581989 -2.562352
H27 4.962195 -3.036978 -1.889547
H28 -5.196565 0.830696 -2.113375
H29 0.180636 1.917965 -4.777896
H30 4.929110 -3.432474 -3.607533
H31 1.547225 -1.945887 -4.278175
H32 0.038986 -5.187388 -1.581247
H33 -0.973305 -0.520842 7.760125
H34 -1.340886 2.814404 -4.787494
H35 -1.155786 -3.607382 1.599271
H36 -1.774916 2.437574 8.358039
H37 -3.674362 -0.042215 0.341755
H38 -4.066918 3.680132 0.053706
H39 1.878335 -3.644687 -3.928820
H40 -5.228998 0.785815 0.265016
H41 -2.499652 1.437299 7.096810
H42 -1.190241 -4.130488 -0.891461
H43 -4.168072 3.731598 -1.701721
H44 1.785105 1.970236 7.184168
H45 0.920179 -6.561882 1.006173
H46 -1.084077 -5.816866 -0.388933
H47 -5.451647 2.963342 -0.775085
H48 -0.930688 -5.317674 1.934079
H49 -2.335970 3.010105 -2.725528

Cartesian forces (eV/Å) of the 2 atoms listed first:
Tl 0.03 -0.12 -0.05
Se 0.89 0.75 -0.47

- Charge: +1
- LUMO energy (spin up / spin down): -4.50 / -4.67 eV
- ΔE to the lowest compared entry with this formula, charge and spin: 42.3 kJ/mol
- HOMO-LUMO gap (spin up / spin down): 6.13 / 5.79 eV
- Highest occupied orbital energy (spin up / spin down): -10.627 / -10.461 eV
- F_max: 1.41 eV Å⁻¹